68
Properties=species:S:1:pos:R:3 method="wB97M-V/def2-TZVPD" charge=-2 orbital_gap_ev="4.77 / 5.40" multiplicity=4 e_tot_ev=-125980.920 e_homo_ev="-0.58 / -1.21" de_lowest_kj_mol=130.1
V -0.0409 0.5196 -0.9992
S -1.2474 -4.0861 -2.4152
C -1.9765 -2.7809 -3.2518
C -1.5093 -1.5833 -2.8107
C -0.5223 -1.6346 -1.7577
C -0.2705 -2.9525 -1.4626
C 0.6369 -3.5128 -0.4659
C 0.5025 -4.8332 0.0096
C 1.3674 -5.3136 0.9695
C 2.3659 -4.4833 1.4636
C 2.4366 -3.2053 0.9326
N 1.6238 -2.7332 -0.0029
H -2.7145 -2.9630 -4.0192
H -1.8696 -0.6439 -3.2135
H -0.2943 -5.4645 -0.3613
H 1.2569 -6.3268 1.3398
H 3.0598 -4.8103 2.2270
H 3.2039 -2.5140 1.2745
C -1.9223 2.3017 2.7990
N -0.4934 2.2294 2.5327
C 0.3954 3.2764 2.6982
C 1.5905 2.8750 2.2482
N 1.4360 1.5662 1.8113
C 0.1316 1.1660 1.9725
S -0.5136 -0.3450 1.6151
C 2.3984 0.8743 1.0452
C 3.7046 0.8150 1.5119
C 4.6520 0.2093 0.7012
C 4.2683 -0.3356 -0.5137
C 2.9334 -0.2530 -0.8858
N 2.0168 0.3577 -0.1223
H -2.0928 2.6490 3.8176
H -2.3404 1.3064 2.6809
H -2.4092 2.9581 2.0833
H 0.0682 4.2371 3.0515
H 2.5041 3.4168 2.0883
H 3.9445 1.2349 2.4789
H 5.6852 0.1559 1.0270
H 4.9742 -0.8157 -1.1770
H 2.5682 -0.6393 -1.8283
S 0.9287 0.9017 -3.2408
C 1.9584 2.2894 -2.9043
C 3.0956 2.5280 -3.6865
C 3.9476 3.6008 -3.4546
C 3.6721 4.4758 -2.4097
C 2.5491 4.2590 -1.6201
C 1.6758 3.1845 -1.8364
S 0.2453 2.9957 -0.8365
H 3.3017 1.8373 -4.4975
H 4.8189 3.7467 -4.0848
H 4.3221 5.3213 -2.2086
H 2.3193 4.9384 -0.8059
O -6.4396 1.9263 0.6195
S -5.1693 1.5403 1.1936
O -4.9793 1.9477 2.5738
N -3.9211 1.9391 0.2798
C -3.2500 0.8631 -0.1615
O -2.2435 0.8993 -0.8776
C -3.8667 -0.4425 0.2988
C -3.4477 -1.7343 0.0357
C -4.1774 -2.7835 0.5804
C -5.2989 -2.5465 1.3729
C -5.7146 -1.2472 1.6364
C -4.9752 -0.2206 1.0817
H -2.5643 -1.9058 -0.5670
H -3.8645 -3.8029 0.3880
H -5.8492 -3.3838 1.7864
H -6.5816 -1.0458 2.2529